{"formula": "C17H36CrN2O27S2", "method": "ωB97M-V with the def2-TZVPD basis set", "symbols": ["Cr", "S", "O", "O", "O", "O", "S", "O", "O", "O", "O", "C", "O", "C", "O", "O", "C", "H", "H", "H", "H", "H", "H", "C", "O", "C", "O", "O", "C", "H", "H", "H", "H", "H", "H", "C", "O", "C", "O", "O", "C", "H", "H", "H", "H", "H", "H", "C", "O", "C", "O", "O", "C", "H", "H", "H", "H", "H", "H", "C", "O", "C", "O", "O", "C", "H", "H", "H", "H", "H", "H", "C", "N", "O", "O", "H", "H", "H", "C", "N", "O", "O", "H", "H", "H"], "xyz": [[-1.55527, 10.39117, 15.20961], [-2.78922, 9.90372, 12.80171], [-2.74651, 10.86028, 11.68067], [-1.50505, 9.64820, 13.31712], [-3.33321, 10.42532, 14.05542], [-3.45518, 8.64631, 12.47787], [-1.55100, 12.03428, 17.43761], [-2.45096, 12.01736, 18.56553], [-2.15620, 12.25592, 16.13485], [-0.65383, 13.06514, 17.82296], [-0.81787, 10.81363, 17.12245], [2.00477, 12.79010, 15.99252], [1.81917, 12.84169, 14.54643], [0.92431, 12.09371, 13.91923], [0.01999, 11.49144, 14.44201], [1.22979, 12.23838, 12.66020], [0.59857, 11.42271, 11.73508], [2.42149, 11.79245, 16.13089], [1.02890, 12.82991, 16.47646], [2.76895, 13.50373, 16.30050], [-0.47026, 11.52171, 11.92452], [0.94874, 10.39906, 11.86785], [0.71632, 11.60020, 10.66610], [1.17018, 9.59196, 20.39469], [2.01950, 10.74726, 20.48169], [1.47272, 11.95211, 20.40693], [0.25498, 12.15516, 20.23407], [2.34795, 12.97881, 20.56799], [3.75036, 12.91089, 20.67619], [0.54515, 9.34201, 21.25200], [1.87713, 8.76717, 20.30507], [0.62199, 9.56942, 19.45284], [3.98615, 13.43589, 21.60186], [4.23300, 13.37215, 19.81456], [4.16321, 11.90452, 20.74612], [-4.15327, 6.82828, 14.95359], [-3.74718, 6.90751, 16.34973], [-3.07046, 7.96161, 16.81170], [-2.76455, 8.95490, 16.15199], [-2.90661, 7.69778, 18.08779], [-2.03125, 8.47635, 18.82703], [-3.58236, 6.15698, 14.31210], [-4.01611, 7.81850, 14.51913], [-5.22209, 6.62319, 15.01417], [-2.27087, 9.53489, 18.72613], [-1.01087, 8.17987, 18.58412], [-2.08827, 8.10998, 19.85203], [-4.28358, 14.68066, 15.74933], [-4.83457, 16.02290, 15.77510], [-5.38131, 16.64048, 14.71560], [-5.62589, 16.20623, 13.54814], [-5.78061, 17.90312, 15.21598], [-6.51278, 18.76471, 14.34110], [-3.33207, 14.62533, 15.22049], [-4.88042, 14.02987, 15.11031], [-4.25060, 14.29939, 16.76994], [-6.62954, 19.78159, 14.71583], [-7.54958, 18.44463, 14.23766], [-6.07337, 18.78620, 13.34383], [2.15972, 8.71206, 17.19633], [1.82177, 7.62924, 16.34865], [0.69886, 7.72649, 15.56208], [-0.10684, 8.66739, 15.36940], [0.70053, 6.55310, 14.85747], [-0.40634, 6.29424, 13.96581], [2.21374, 8.49859, 18.26385], [1.41180, 9.50442, 17.22593], [3.12685, 9.15978, 16.96764], [-0.21967, 5.32555, 13.50225], [-0.30503, 7.01198, 13.15176], [-1.38814, 6.36136, 14.43451], [-0.48407, 8.29905, 10.55994], [-0.24618, 7.55615, 9.33414], [-1.17466, 7.04703, 8.75220], [0.90632, 7.36470, 8.99141], [-0.03914, 9.18185, 10.10082], [0.17704, 7.89186, 11.32495], [-1.51721, 8.19956, 10.89284], [-5.20006, 11.11687, 16.27700], [-6.04740, 11.96142, 17.19793], [-6.41125, 13.04629, 16.71230], [-6.37345, 11.50060, 18.26959], [-4.66806, 11.70853, 15.53200], [-5.83511, 10.41847, 15.73198], [-4.47376, 10.68089, 16.96293]], "homo_ev": [-0.869, -2.381], "s2": 6.005, "largest_force_ev_per_a": 7.89, "multiplicity": 5, "total_charge": -2}

{"formula": "C17H36FNO9S", "method": "ωB97M-V with the def2-TZVPD basis set", "symbols": ["C", "C", "O", "C", "O", "N", "S", "C", "C", "O", "F", "H", "H", "H", "H", "H", "H", "H", "H", "C", "O", "C", "C", "O", "C", "C", "O", "C", "H", "H", "H", "H", "H", "H", "H", "H", "H", "H", "H", "H", "H", "H", "C", "O", "C", "C", "O", "C", "C", "O", "C", "H", "H", "H", "H", "H", "H", "H", "H", "H", "H", "H", "H", "H", "H"], "xyz": [[-2.45337, 5.21354, 0.60091], [-1.05574, 5.75840, 0.84957], [-0.98108, 6.74275, 1.90086], [-1.44523, 7.99330, 1.62686], [-2.59550, 8.27054, 1.52571], [-0.40211, 8.98335, 1.55930], [0.16374, 9.23531, 3.18626], [0.65737, 8.63712, 0.62023], [1.50802, 9.83847, 0.29387], [1.73650, 10.79365, 0.93380], [2.06511, 9.67113, -0.92931], [-2.46977, 4.80023, -0.41143], [-3.22179, 5.98345, 0.64459], [-2.70642, 4.39678, 1.27660], [-0.64591, 6.14887, -0.08703], [-0.40003, 4.95295, 1.17544], [0.07424, 10.57053, 3.15410], [1.32139, 7.84099, 0.98456], [0.21503, 8.29597, -0.31743], [-0.97842, 1.43169, 3.19595], [-0.96654, 0.74633, 1.96537], [-0.13164, -0.39573, 1.92780], [-0.75638, -1.51638, 1.12888], [-1.86379, -2.14867, 1.74571], [-3.10420, -1.46252, 1.77109], [-3.83354, -1.44256, 0.44692], [-3.20579, -0.58251, -0.48500], [-3.17557, -1.07480, -1.80482], [-0.10501, 2.08634, 3.29766], [-1.87845, 2.04538, 3.22010], [-1.00438, 0.74307, 4.04662], [0.08249, -0.74972, 2.94284], [0.82239, -0.13512, 1.44920], [0.00058, -2.30167, 1.04995], [-0.99260, -1.18368, 0.11587], [-3.00164, -0.45197, 2.17100], [-3.72454, -2.03869, 2.46227], [-4.85866, -1.09333, 0.63191], [-3.89057, -2.46357, 0.05195], [-2.86796, -2.12598, -1.83305], [-2.44614, -0.48410, -2.35690], [-4.15041, -0.97952, -2.29637], [-0.37887, -5.02978, -0.58955], [0.92356, -4.68363, -1.00527], [1.92188, -4.85390, -0.01770], [3.20746, -5.38900, -0.60747], [3.14609, -6.74378, -1.01673], [2.47109, -7.05130, -2.22438], [3.23490, -6.69669, -3.48002], [3.27881, -5.29800, -3.69145], [4.50893, -4.82023, -4.18306], [-0.83879, -4.23566, 0.00919], [-0.98103, -5.18109, -1.48510], [-0.38335, -5.95728, -0.00750], [1.57493, -5.53489, 0.76785], [2.14556, -3.88382, 0.44900], [3.94848, -5.37495, 0.19612], [3.56569, -4.73784, -1.40751], [1.46776, -6.62144, -2.24969], [2.37289, -8.13985, -2.21577], [2.72715, -7.17651, -4.32806], [4.24820, -7.10945, -3.41531], [5.35401, -5.25439, -3.63764], [4.51957, -3.74046, -4.04165], [4.63141, -5.03570, -5.25070]], "smiles": "CCOC(=O)N(S)CC(=O)F.COCCOCCOC.COCCOCCOC", "homo_ev": -9.172, "largest_force_ev_per_a": 0.64}

{"formula": "C17H36IrN4O4S", "method": "ωB97M-V with the def2-TZVPD basis set", "symbols": ["Ir", "O", "C", "N", "C", "O", "C", "C", "C", "C", "N", "C", "H", "H", "H", "H", "H", "H", "H", "H", "C", "C", "C", "C", "N", "N", "H", "H", "H", "H", "H", "H", "H", "H", "H", "H", "H", "H", "C", "S", "C", "O", "H", "H", "H", "H", "H", "H", "C", "C", "O", "C", "C", "H", "H", "H", "H", "H", "H", "H", "H", "H", "H"], "xyz": [[0.14586, -0.41947, 0.03818], [2.57471, 2.31460, -3.75244], [3.77323, 1.73830, -4.15618], [4.85256, 2.03925, -3.19953], [5.00533, 1.40104, -2.07144], [5.87486, 1.67349, -1.21548], [4.19373, 0.25041, -1.57943], [4.86013, -0.94762, -1.31800], [4.13810, -1.99480, -0.77293], [2.80888, -1.79127, -0.46398], [2.16831, -0.62601, -0.69860], [2.84534, 0.38474, -1.25160], [2.50292, 3.21667, -4.09569], [4.11022, 2.07326, -5.13704], [3.63407, 0.65714, -4.17427], [5.46956, 2.82950, -3.37158], [5.91386, -1.05265, -1.54133], [4.59764, -2.95222, -0.57367], [2.21617, -2.57583, -0.01261], [2.29979, 1.30046, -1.43481], [-4.31925, -2.98651, 0.24591], [-3.90546, -1.57679, 0.68594], [-4.45052, -1.24922, 2.06775], [-4.34955, -0.53898, -0.33778], [-2.42773, -1.52603, 0.82969], [-1.63394, -1.58151, -0.33835], [-5.40510, -3.03341, 0.16218], [-4.00552, -3.73593, 0.97130], [-3.90480, -3.23884, -0.73173], [-5.53288, -1.36680, 2.06786], [-4.21711, -0.22388, 2.35031], [-4.05275, -1.93089, 2.82013], [-5.43673, -0.47348, -0.31802], [-4.09894, -0.81137, -1.36691], [-3.95685, 0.45001, -0.10518], [-2.01653, -2.06748, 1.57617], [-2.19153, -1.16965, -1.09044], [-1.41014, -2.54122, -0.62522], [2.01028, -1.07780, 4.07443], [0.70290, -0.14722, 3.31688], [-0.59331, -0.40992, 4.49810], [0.27494, -1.01598, 2.09622], [2.22337, -0.61955, 5.03947], [2.88925, -1.00786, 3.43905], [1.68558, -2.10955, 4.19795], [-0.31711, 0.11633, 5.41085], [-0.70959, -1.47573, 4.68609], [-1.50247, 0.02581, 4.09042], [-0.47807, 1.11349, -2.76013], [-0.87946, 2.03174, -1.63867], [-0.09321, 1.71101, -0.45101], [-0.40265, 2.59234, 0.67817], [-1.68734, 2.22128, 1.37019], [-1.19623, 1.19515, -3.57526], [-0.48375, 0.05785, -2.45627], [0.51101, 1.34483, -3.15173], [-1.93785, 1.94318, -1.38744], [-0.66307, 3.07434, -1.87897], [-0.43011, 3.60798, 0.27848], [0.46197, 2.50962, 1.33786], [-2.56877, 2.45761, 0.77763], [-1.76568, 2.78787, 2.29807], [-1.72060, 1.15617, 1.62844]], "homo_ev": [-16.730, -16.923], "s2": 6.015, "largest_force_ev_per_a": 1.44, "multiplicity": 5, "total_charge": 3, "de_lowest_kcal_mol": 0.00}

{"formula": "C17H36MgN4O7S4", "method": "ωB97M-V with the def2-TZVPD basis set", "symbols": ["Mg", "C", "O", "O", "O", "C", "C", "N", "H", "H", "H", "C", "C", "N", "H", "H", "H", "C", "C", "N", "H", "H", "H", "C", "C", "N", "H", "H", "H", "C", "S", "O", "C", "H", "H", "H", "H", "H", "H", "C", "S", "O", "C", "H", "H", "H", "H", "H", "H", "C", "S", "O", "C", "H", "H", "H", "H", "H", "H", "C", "S", "O", "C", "H", "H", "H", "H", "H", "H"], "xyz": [[-13.70982, -5.94237, -18.61668], [-14.81305, -7.58677, -17.82612], [-15.14556, -7.32253, -19.03090], [-14.86426, -6.54871, -17.02691], [-13.50616, -7.77951, -17.90787], [-16.90111, -6.96810, -21.95415], [-18.24324, -7.12471, -21.38152], [-19.26909, -7.32930, -20.90945], [-16.19690, -6.78206, -21.14896], [-16.91101, -6.17999, -22.70472], [-16.67517, -7.91622, -22.44109], [-10.71416, -8.33755, -19.63860], [-11.11190, -9.08908, -20.83480], [-11.41838, -9.64801, -21.78856], [-9.69145, -7.97271, -19.71585], [-10.72821, -8.95695, -18.74319], [-11.44322, -7.55277, -19.45511], [-15.56651, -7.61017, -14.15760], [-15.00622, -8.95391, -13.99903], [-14.60134, -10.01581, -13.83577], [-16.32067, -7.57931, -14.93897], [-14.79873, -6.88801, -14.42768], [-15.95820, -7.34328, -13.17447], [-14.34016, -10.81738, -19.63598], [-15.62491, -10.79735, -18.92229], [-16.67047, -10.77256, -18.44973], [-13.77494, -11.69480, -19.33576], [-13.81425, -9.91901, -19.29936], [-14.50686, -10.74393, -20.70799], [-9.74785, -4.71787, -16.62314], [-11.54374, -4.99205, -16.54617], [-12.01060, -5.24089, -17.95542], [-11.38189, -6.59230, -15.72195], [-9.29806, -5.64330, -16.98001], [-9.42066, -4.40632, -15.63455], [-9.46974, -3.97243, -17.36772], [-10.69564, -7.28445, -16.20725], [-12.37071, -7.04093, -15.62160], [-11.00448, -6.44622, -14.70675], [-11.88010, -10.30259, -16.58904], [-12.25732, -12.11317, -16.37981], [-13.66152, -12.27841, -16.88792], [-11.16056, -12.67478, -17.72723], [-12.37989, -9.71855, -15.81724], [-12.37692, -9.94713, -17.49640], [-10.82563, -10.03666, -16.67451], [-11.68144, -12.28159, -18.60477], [-11.15089, -13.75776, -17.78929], [-10.20454, -12.15760, -17.69258], [-18.52063, -7.90672, -17.52705], [-19.60411, -8.37265, -16.13646], [-21.01820, -8.39864, -16.63766], [-19.08529, -10.12649, -15.94428], [-17.48855, -7.81683, -17.18161], [-18.79034, -6.93538, -17.94119], [-18.54737, -8.60260, -18.36479], [-19.36532, -10.73467, -16.80380], [-19.48914, -10.55797, -15.03241], [-17.99361, -10.16508, -15.92605], [-17.12948, -4.45381, -19.39306], [-15.86203, -3.55157, -18.41029], [-14.56874, -4.18700, -18.88045], [-15.98621, -2.05366, -19.43909], [-16.69820, -4.51736, -20.38938], [-18.05083, -3.87525, -19.40489], [-17.25864, -5.43476, -18.94039], [-15.87399, -2.26478, -20.49870], [-15.25726, -1.34519, -19.04893], [-16.96833, -1.60894, -19.26942]], "homo_ev": -7.824, "largest_force_ev_per_a": 10.29}